Molecular formula: C4H5N3O
Method: DFT, the ωB97M-V functional and the def2-TZVPD basis

The geometry in XYZ format:
```
13
Properties=species:S:1:pos:R:3:forces:R:3:lowdin_charge:R:1
O -2.2908 0.6729 -0.1312 -3.4002 7.1938 -1.8811 -0.0994
N -2.4595 -0.5754 -0.0463 4.4599 -7.3727 0.0023 -0.0600
N -0.0030 -0.4648 0.4960 -0.8261 -1.2456 -3.4169 -0.1129
N 1.0109 -1.3639 0.0167 2.5636 4.0030 0.4408 0.0535
C -1.2500 -1.1178 0.0771 -1.5994 -0.0114 2.6148 -0.0855
C 1.7488 0.8751 -0.0315 -4.1618 0.1758 0.9764 -0.0745
C 0.3412 0.8327 0.2946 2.5163 1.7909 1.3656 -0.0990
C 2.0746 -0.4839 -0.2129 -0.1154 -1.6599 -1.2163 -0.1550
H -3.1457 0.9542 -0.6316 2.2174 0.0461 1.4644 0.1702
H -0.2643 1.7326 0.6640 0.7749 -1.8729 -0.8609 0.1394
H -1.0057 -2.1613 0.2737 -1.2006 -0.0084 -0.5322 0.1081
H 2.1824 1.8774 -0.0254 0.6865 -0.8986 -0.3950 0.0906
H 3.0610 -0.7779 -0.7431 -1.9151 -0.1400 1.4380 0.1246
```
Positions in Å, forces in eV/Å.

Computed properties:
HOMO level: -8.955 eV
electronic energy: -394.7680 Eh
energy relative to the best compared isomer or geometry (same formula, charge and spin): 5.429 eV
charge: 0
SMILES: O/N=C\n1cccn1
M: 111.1 u
Kohn-Sham gap: 0.354 Eh

***

Molecular formula: C3H9BrSi
Method: DFT, the ωB97M-V functional and the def2-TZVPD basis

The geometry in XYZ format:
```
14
Properties=species:S:1:pos:R:3:forces:R:3:lowdin_charge:R:1
Br 2.8240 -2.3153 1.2212 -1.7883 0.6931 -1.4232 0.1812
Si -0.6221 2.1246 -0.3016 0.7097 -1.0209 0.1344 0.6405
C 0.0694 0.5180 0.4726 -1.1658 -0.2941 0.7613 -0.3689
C -0.6039 -1.7737 -0.2760 -2.1108 2.2301 1.2743 -0.0219
C 0.1926 -0.7115 -0.4904 -0.6293 0.4957 1.9102 -0.2996
H 0.9440 -0.6950 -1.2557 0.2602 0.0498 -0.3838 0.0897
H -1.4857 -1.6174 0.4539 1.7742 -0.3841 -0.7862 0.1008
H -0.6906 0.2411 1.2860 0.8672 0.2427 -1.1485 0.0801
H -1.9724 2.0029 -0.6997 -1.3333 -0.3931 -0.3794 -0.0978
H 1.5915 -1.8587 0.3048 1.9044 -0.8340 1.6731 -0.2035
H -0.5539 3.3242 0.4464 0.0693 0.7951 1.4215 -0.1066
H 0.9386 0.8221 1.0948 0.0542 -0.5919 -0.8307 0.0649
H -0.7568 -2.6464 -0.8419 0.5987 -0.9263 -0.9144 0.0447
H 0.1254 2.5851 -1.4143 0.7896 -0.0621 -1.3086 -0.1037
```
Positions in Å, forces in eV/Å.

Computed properties:
HOMO level: -10.109 eV
electronic energy: -2983.1244 Eh
energy relative to the best compared isomer or geometry (same formula, charge and spin): 1.787 eV
charge: 0
SMILES: C=CC[SiH3].Br
M: 153.1 u
Kohn-Sham gap: 0.396 Eh

***

Molecular formula: C2H12N2O3
Method: DFT, the ωB97M-V functional and the def2-TZVPD basis

The geometry in XYZ format:
```
19
Properties=species:S:1:pos:R:3:forces:R:3:lowdin_charge:R:1
O -1.7286 4.0223 0.2556 0.5286 -0.0698 0.3604 -0.0723
O 2.0262 -1.1480 0.6663 0.4173 -0.4470 -0.4029 -0.0856
O -0.1136 -3.4286 2.9822 0.5453 0.1064 -0.4355 -0.0691
N -1.7109 0.9353 0.0180 0.4981 -0.6418 -0.1513 0.0176
N 1.0739 -0.3345 -2.1138 0.5479 -0.3960 0.1458 0.0017
C -0.2082 -0.0830 -1.5851 -0.3990 0.1071 -0.4348 -0.2293
C -0.4088 0.6294 -0.4940 -0.2225 0.1443 0.8838 -0.2133
H 1.0941 -1.0285 -2.8393 -0.0687 0.0359 -0.1743 0.0765
H 1.6241 0.4710 -2.3723 -0.1583 0.0243 0.0001 0.0888
H 2.9341 -1.4826 0.6078 -0.2363 0.1586 0.3115 0.0380
H 0.5481 -4.0478 2.6440 -0.2627 -0.1315 0.2212 0.0334
H 1.7482 -1.2061 -0.2670 -0.2012 0.3460 0.1301 -0.0049
H -1.3851 3.1193 0.3442 -0.4112 0.1589 -0.3255 -0.0147
H 0.4296 0.9690 0.1031 0.0392 0.1888 -0.1237 0.1087
H -1.0673 -0.4788 -2.1255 0.1348 -0.0344 -0.0218 0.1126
H -1.0819 4.5574 0.7356 -0.2235 0.0160 -0.1464 0.0331
H -2.2730 0.1065 -0.1484 -0.4483 0.3380 -0.1059 0.0820
H -1.6948 1.0386 1.0233 0.1480 0.0128 0.1241 0.0764
H 0.1940 -2.6109 2.5653 -0.2274 0.0836 0.1453 0.0203
```
Positions in Å, forces in eV/Å.

Computed properties:
HOMO level: -8.149 eV
electronic energy: -418.5993 Eh
energy relative to the best compared isomer or geometry (same formula, charge and spin): 1.081 eV
charge: 0
SMILES: N/C=C/N.O.O.O
M: 112.1 u
Kohn-Sham gap: 0.323 Eh

***

Molecular formula: C20H26N2NdO5S
Method: DFT, the ωB97M-V functional and the def2-TZVPD basis

The geometry in XYZ format:
```
55
Properties=species:S:1:pos:R:3:forces:R:3:lowdin_charge:R:1
Nd -0.5232 -0.2143 -0.2432 -0.1313 -0.0326 -1.9602 1.7988
S 2.2749 -1.5549 0.7083 1.3560 -1.5699 0.3696 1.0567
O 1.5669 0.2181 3.3458 -0.2010 0.1967 -0.0991 0.0758
O -2.3879 0.3669 0.9768 -0.9763 0.5895 0.7712 -0.0397
O -2.0644 -1.8086 0.6822 -0.0909 -0.3241 -0.1410 -0.1028
O 1.6133 -0.7147 -0.3504 1.2644 0.2502 -0.9238 -0.6467
O 0.1196 -0.5780 1.8633 0.0101 -0.3567 0.9918 -0.2518
N -0.0568 1.9518 0.7273 0.2208 0.8996 0.8166 -0.0080
N -3.3135 -2.5245 2.7491 0.4353 -0.5343 -0.2960 0.0859
C -4.7873 -2.3955 2.8808 -0.7557 0.0577 0.2951 -0.0977
C 0.4898 4.1495 2.3534 -0.1332 -0.1901 -0.1824 -0.0234
C -0.5593 0.9374 -2.5862 -0.1412 -0.0768 -0.7987 -0.2307
C 2.8864 -3.5226 -0.9959 -0.0620 -0.1884 -0.0816 -0.2292
C -0.9756 -1.3166 -2.5766 -0.1974 0.3258 -1.0031 -0.2188
C -2.1805 -0.6430 -2.2422 -0.0603 0.2263 -0.7787 -0.2179
C -0.0840 4.3163 1.1003 0.0473 -0.1548 -0.0141 -0.0290
C -4.9409 -1.2558 3.8835 0.0550 0.0950 -0.1309 -0.1377
C 0.4672 1.7932 1.9540 0.2583 0.0409 0.2500 -0.1613
C -0.3367 3.1949 0.3258 -0.0487 0.1257 -0.1904 -0.0918
C 1.2561 -3.0983 0.7576 0.0302 0.1229 0.1990 -0.2747
C 0.7619 2.8639 2.7904 -0.0652 -0.1506 -0.1605 0.0225
C -3.8583 -0.2622 3.4442 -0.1116 -0.0163 0.0863 -0.0972
C -1.9208 0.7474 -2.2389 -0.2577 -0.1867 -0.8359 -0.2228
C -2.7644 -1.1422 2.8386 0.4500 0.9348 -0.3760 -0.1467
C 0.7622 0.3691 2.4446 0.5713 0.6309 0.9849 -0.6202
C 0.0156 -0.3333 -2.8190 -0.3633 0.0055 -0.6231 -0.2212
C -2.3685 -0.7968 1.3758 -1.7822 -0.7729 1.5972 -0.6665
C 3.5858 -2.4019 -0.2558 -0.3688 0.1722 0.1095 -0.2809
C 2.0324 -4.2109 0.0636 0.0940 0.0873 -0.2241 -0.2162
H -0.0925 1.8870 -2.8189 0.0415 -0.0764 0.2586 0.1072
H -5.9336 -0.8134 3.8575 -0.0474 -0.1016 0.0028 0.1254
H 2.2508 -3.1055 -1.7822 0.0549 -0.0346 -0.0133 0.1161
H -5.2080 -2.1158 1.9131 0.1772 -0.0911 -0.0096 0.1465
H -5.2304 -3.3340 3.2134 0.1190 0.0133 -0.1504 0.1366
H 3.5996 -4.2055 -1.4557 0.0091 0.0176 -0.0419 0.1231
H -3.1609 -1.1033 -2.1789 0.2191 0.0620 0.3392 0.1115
H -4.2424 0.4201 2.6847 0.0730 -0.0083 0.0267 0.1264
H -2.6698 1.5297 -2.1609 0.1801 -0.1461 0.2876 0.1119
H 4.0383 -1.6561 -0.8992 0.0731 0.1977 0.0103 0.1006
H -2.9396 -3.1405 3.4732 -0.0189 0.1199 -0.1540 0.1926
H 0.7087 5.0027 2.9759 0.0187 0.0812 0.0708 0.1172
H -0.7902 3.2884 -0.6580 0.1104 -0.0035 0.1091 0.1153
H 0.9993 -0.5169 -3.2321 -0.0106 0.0238 0.3203 0.1097
H 2.6891 -4.7066 0.7810 -0.0651 -0.0725 0.0127 0.1194
H -0.8940 -2.3656 -2.8483 0.0567 0.1237 0.3799 0.1093
H -2.9575 -2.8290 1.7973 -0.2421 -0.0960 0.6038 0.1684
H -1.8326 -1.1309 3.4078 -0.0638 -0.1586 -0.0610 0.1687
H 1.0452 -3.3122 1.8045 -0.1728 0.1167 -0.0568 0.0992
H -3.4842 0.3358 4.2749 -0.0173 -0.0466 -0.1026 0.1298
H 0.3211 -2.8505 0.2280 0.3156 -0.1256 0.2454 0.0731
H 4.3247 -2.7775 0.4465 0.0920 -0.0200 0.1609 0.1009
H 1.1909 2.6569 3.7590 0.0653 -0.0130 0.0025 0.1261
H 1.3645 -4.9601 -0.3653 0.0058 0.0454 0.0835 0.1225
H -4.7569 -1.6134 4.8962 -0.0007 -0.0518 0.0534 0.1216
H -0.3282 5.2963 0.7201 -0.0188 0.0377 -0.0299 0.1138
```
Positions in Å, forces in eV/Å.

Computed properties:
HOMO level (spin up / spin down): -10.677 / -10.710 eV
electronic energy: -2222.9342 Eh
energy relative to the best compared isomer or geometry (same formula, charge and spin): 1.066 eV
charge: +1
M: 550.7 u
Kohn-Sham gap (spin up / spin down): 0.298 / 0.299 Eh
2S+1: 4